This record from OMol25 describes a structure of composition C37H43BrCl5Ge2O4Ti in a non-equilibrium geometry. The level of theory is wB97M-V/def2-TZVPD.

ORCA input file:
```
! RIJCOSX wB97M-V def2-TZVPD def2/J DEFGRID3
* xyz 0 2
Ti 0.102 0.296 -0.625
C 0.625 4.419 1.585
C 1.579 3.305 1.216
C 2.025 3.135 -0.094
C 1.763 4.172 -1.158
C 2.832 2.030 -0.430
C 3.390 1.985 -1.837
C 3.183 1.094 0.559
C 4.124 -0.060 0.305
C 2.737 1.282 1.876
C 3.048 0.230 2.916
C 1.992 2.410 2.211
C 1.612 2.669 3.650
H 1.144 5.295 1.986
H -0.082 4.078 2.341
H 0.040 4.746 0.729
H 1.373 3.728 -2.075
H 2.697 4.676 -1.420
H 1.064 4.939 -0.840
H 3.857 2.938 -2.088
H 2.614 1.807 -2.584
H 4.144 1.218 -1.963
H 4.422 -0.152 -0.733
H 3.675 -1.012 0.591
H 5.030 0.062 0.904
H 4.074 0.313 3.289
H 2.932 -0.772 2.501
H 2.372 0.294 3.765
H 1.508 3.735 3.842
H 2.371 2.290 4.332
H 0.661 2.191 3.906
Cl -0.449 0.494 1.614
C -3.755 1.103 0.715
Cl -3.230 0.212 -0.632
H -3.843 2.170 0.595
H -3.747 0.610 1.672
Br -2.578 7.036 0.022
C -2.068 5.941 -1.433
C -1.882 6.508 -2.685
C -1.498 5.694 -3.742
C -1.310 4.333 -3.551
C -1.489 3.788 -2.290
C -1.868 4.590 -1.220
C -1.265 2.326 -2.069
O -1.577 1.493 -2.895
O -0.706 2.036 -0.909
H -2.032 7.569 -2.827
H -1.345 6.130 -4.722
H -1.022 3.687 -4.371
H -1.994 4.157 -0.236
Cl 1.181 -2.242 -4.445
C 2.139 -2.066 -2.993
Cl 3.658 -1.240 -3.364
Cl 2.469 -3.611 -2.232
C 1.409 -1.074 -1.992
O 0.706 -0.149 -2.484
O 1.544 -1.165 -0.753
C -4.431 -2.983 -0.018
Ge -2.996 -2.857 1.296
C -2.495 -4.693 1.754
C -3.708 -2.054 2.929
Ge -0.934 -1.996 0.309
C -1.084 -3.049 -1.369
C -1.644 -2.460 -2.505
C -1.966 -3.218 -3.626
C -1.715 -4.581 -3.641
C -1.137 -5.185 -2.529
C -0.835 -4.427 -1.406
C 0.382 -2.766 1.553
C 0.214 -2.491 2.914
C 1.047 -3.051 3.872
C 2.068 -3.912 3.487
C 2.251 -4.195 2.142
C 1.418 -3.620 1.188
H -5.234 -3.603 0.390
H -4.062 -3.453 -0.932
H -4.841 -2.007 -0.270
H -3.314 -5.158 2.310
H -1.595 -4.719 2.371
H -2.317 -5.279 0.852
H -4.444 -2.746 3.345
H -4.207 -1.104 2.742
H -2.927 -1.900 3.675
H -1.829 -1.390 -2.543
H -2.408 -2.735 -4.490
H -1.962 -5.171 -4.515
H -0.925 -6.248 -2.537
H -0.402 -4.918 -0.541
H -0.576 -1.821 3.233
H 0.900 -2.817 4.920
H 2.714 -4.360 4.233
H 3.045 -4.865 1.831
H 1.590 -3.840 0.144
*
```

## Properties
* strongest force on any atom: 0.0519 hartree/bohr
* HOMO (alpha / beta): -8.10 / -8.15 eV
* Kohn-Sham gap (alpha / beta): 7.3210 / 7.2901 eV
* energy above the lowest of the compared OMol25 structures with the same formula, charge and spin: 1.390 eV